Entry 1:
ORCA calculation (wB97M-V/def2-TZVPD) on a structure of composition C32H24I2MgN7O8S2 at a distorted geometry.

Geometry as XYZ:
```
76
Properties=species:S:1:pos:R:3:forces:R:3
Mg -0.0380 -0.7855 -1.3855 -1.1 -0.3 0.5
I 7.4771 0.3822 -0.9844 -0.3 0.0 -0.1
C 5.4333 0.1421 -1.4596 0.4 0.1 0.1
C 5.0462 0.0249 -2.7833 -0.1 0.0 0.0
C 3.7043 -0.1477 -3.0450 -0.3 -0.1 -0.3
I 3.0153 -0.3513 -5.0235 0.2 0.0 0.2
C 2.6991 -0.2315 -2.0477 0.0 0.0 -0.2
O 1.4665 -0.4260 -2.3840 1.6 0.3 -0.7
C 3.1517 -0.1010 -0.7020 0.0 0.0 -0.1
C 2.1729 -0.1249 0.4517 0.2 0.2 -0.2
N 1.1191 -1.1304 0.2748 0.2 -0.2 0.9
C 1.6141 -2.5022 0.3074 0.1 -0.1 0.0
C 0.8827 -3.4039 -0.6579 0.0 -0.2 0.0
C 1.0586 -4.7839 -0.6246 0.0 0.0 -0.1
C 0.4017 -5.5639 -1.5580 0.1 0.1 0.0
C -0.4109 -4.9484 -2.5014 0.0 0.0 0.0
C -0.5356 -3.5735 -2.4627 0.0 -0.2 0.0
N 0.0984 -2.8239 -1.5606 0.1 -0.8 0.0
C 4.5000 0.0858 -0.4394 0.0 0.0 0.1
H 5.7653 0.0610 -3.5889 0.0 0.0 0.0
H 1.6853 0.8463 0.5177 -0.1 0.0 0.1
H 2.7326 -0.2916 1.3822 0.0 0.0 0.0
H 0.4191 -1.0266 1.0117 0.0 -0.1 0.0
H 1.5534 -2.9374 1.3117 0.0 0.0 0.0
H 2.6682 -2.5009 0.0121 0.0 0.0 0.0
H 1.7042 -5.2323 0.1193 0.0 0.0 0.0
H 0.5245 -6.6393 -1.5529 0.0 0.0 0.0
H -0.9403 -5.5278 -3.2442 0.0 0.0 0.0
H -1.1603 -3.0383 -3.1660 0.0 0.0 0.0
H 4.8270 0.1923 0.5882 0.0 0.0 0.0
S -2.5938 -1.5030 -0.5515 -0.1 0.1 -0.1
C -2.3928 -2.0939 1.0130 -0.3 -0.3 0.5
N -1.3603 -1.9431 1.8071 0.3 0.2 -0.1
C -1.5477 -2.5130 3.0474 -0.3 -0.2 0.1
C -0.6312 -2.5024 4.0978 0.0 0.0 0.0
C -0.9758 -3.0898 5.3038 0.1 0.0 0.0
C -2.2202 -3.6886 5.4828 -0.1 -0.1 0.0
C -3.1435 -3.7134 4.4481 0.0 0.0 0.0
C -2.7973 -3.1330 3.2388 -0.1 0.0 -0.1
S -3.7315 -3.0067 1.7766 0.4 0.2 0.0
H 0.3355 -2.0312 3.9648 0.0 0.0 0.0
H -0.2739 -3.0718 6.1280 0.0 0.0 0.0
H -2.4731 -4.1393 6.4339 0.0 0.0 0.0
H -4.1209 -4.1605 4.5773 0.0 -0.1 0.0
N -1.7686 1.1773 1.2855 -0.1 0.1 0.4
C -1.3244 2.2654 1.9780 -0.1 0.0 0.0
C -1.6739 3.5628 1.5811 0.0 0.0 0.0
C -1.2034 4.6620 2.2771 0.0 -0.1 0.0
C -0.3763 4.5024 3.3805 0.0 0.2 0.0
C -0.0181 3.2198 3.7749 0.0 0.1 0.0
C -0.4855 2.1133 3.0900 0.0 0.0 0.0
H -2.4858 1.2727 0.5930 0.0 -0.1 -0.1
H -1.5852 0.2495 1.6297 -0.1 -0.1 -0.1
H -2.3150 3.6981 0.7160 0.0 0.0 0.0
H -1.4803 5.6564 1.9478 0.0 0.0 0.0
H -0.0234 5.3694 3.9232 0.1 0.0 0.0
H 0.6308 3.0896 4.6326 0.0 -0.1 0.0
H -0.2103 1.1132 3.4085 0.0 0.0 0.0
O -3.3631 4.8735 -4.8376 0.1 0.0 0.1
N -2.4269 5.1493 -4.1027 -0.2 0.3 -0.2
O -2.0290 6.2868 -3.9056 0.0 -0.1 0.0
C -1.7596 4.0710 -3.4183 0.1 -0.5 0.2
C -0.6902 4.3401 -2.5641 0.0 0.1 0.0
C -0.1259 3.3361 -1.8291 -0.4 -0.3 -0.4
C -0.6157 1.9630 -1.8762 0.0 -0.1 0.2
O -0.2724 1.0777 -1.0755 0.0 1.3 -0.1
C -1.5756 1.7335 -2.9463 0.4 0.7 0.3
C -2.1637 2.7693 -3.6405 -0.2 0.1 -0.1
N -1.9454 0.4068 -3.3175 -0.4 -0.4 -0.2
O -1.2845 -0.5507 -2.9051 -0.5 0.2 -0.9
O -2.8905 0.2435 -4.0638 0.2 0.0 0.1
N 1.0326 3.6884 -1.0257 0.3 0.2 0.3
O 1.2942 3.0359 -0.0387 -0.1 0.0 -0.1
O 1.6835 4.6546 -1.4000 -0.1 -0.1 0.0
H -0.3201 5.3512 -2.4799 0.1 0.0 0.0
H -2.9376 2.5654 -4.3644 0.0 0.0 0.0
```
Forces are in eV/Å.

The energy above the lowest of the compared OMol25 structures with the same formula, charge and spin comes out at 0.835 eV. The charge is -1. For the total energy, the calculation gives -103701.234 eV.

=====

Entry 2:
ORCA calculation (wB97M-V/def2-TZVPD) on a structure of composition C32H24N6OSn.

Geometry as XYZ:
```
64
Properties=species:S:1:pos:R:3:forces:R:3
Sn 1.9426 1.1632 1.6345 0.1 0.7 0.6
C -2.7156 -1.4468 1.8930 0.0 0.0 0.0
C -2.4088 -1.4879 0.5378 0.0 0.0 0.0
C -1.1394 -1.1678 0.0881 -0.2 0.0 -0.1
C -0.1261 -0.8299 0.9940 0.1 0.2 -0.3
C -0.4381 -0.8158 2.3568 -0.1 0.0 0.0
C -1.7247 -1.1035 2.8000 0.2 0.0 -0.1
N 1.1399 -0.4195 0.5359 -0.3 -0.6 -0.1
C 1.6015 -0.9471 -0.6903 -0.1 0.1 -0.1
C 2.2492 -0.1479 -1.6331 -0.1 0.0 -0.1
C 2.7506 -0.6972 -2.8061 0.0 0.0 0.0
C 2.6001 -2.0496 -3.0765 0.0 0.0 0.0
C 1.9456 -2.8498 -2.1480 0.0 0.0 0.0
C 1.4586 -2.3093 -0.9694 0.1 -0.1 0.0
H -3.7108 -1.6949 2.2375 0.0 0.0 0.0
H -3.1731 -1.7630 -0.1792 0.0 0.0 0.0
H -0.9142 -1.1877 -0.9707 -0.1 0.0 0.0
H 0.3339 -0.6096 3.0837 0.1 0.0 0.1
H -1.9290 -1.0759 3.8625 0.0 0.0 0.0
H 2.3499 0.9113 -1.4503 0.0 0.0 0.0
H 3.2510 -0.0542 -3.5202 0.0 0.0 0.0
H 2.9768 -2.4727 -3.9984 0.0 0.0 0.0
H 1.8219 -3.9091 -2.3368 0.0 0.0 0.0
H 0.9627 -2.9451 -0.2444 0.0 0.0 0.0
N 2.9918 -0.6067 3.3326 -0.2 0.1 -0.2
C 2.7866 -0.5372 4.4764 0.0 0.0 0.6
C 2.4765 -0.4720 5.8328 0.0 0.0 -0.3
C 3.4562 -0.0971 6.7880 -0.2 0.0 -0.2
N 4.2536 0.2107 7.5620 0.1 0.0 0.0
C 1.1389 -0.7677 6.1970 0.1 0.1 0.0
N 0.0372 -0.9954 6.4580 0.0 0.0 -0.1
N 5.7859 0.0030 -0.0279 0.1 0.0 -0.1
C 4.5606 -0.1623 0.5071 0.1 0.2 -0.1
N 4.2030 -1.3775 0.8973 -0.1 -0.1 -0.2
O 3.8165 0.8571 0.5783 0.2 -0.2 0.2
H 6.4766 -0.7242 -0.0103 0.0 0.0 0.0
H 6.0721 0.9416 -0.2407 0.0 0.0 0.0
H 4.8072 -2.1700 0.7807 0.0 0.0 0.0
H 3.2977 -1.5187 1.3186 0.1 0.1 0.2
C 0.7211 2.4151 -0.1740 0.0 -0.3 -0.2
C -0.3941 2.1165 -0.6468 -0.1 0.1 0.1
C -1.6142 1.7899 -1.1641 0.1 0.2 -0.1
C -1.6727 1.2524 -2.5278 0.0 0.0 0.2
C -2.6919 0.3713 -2.9056 0.1 -0.1 -0.1
C -2.6637 -0.2257 -4.1546 0.0 0.0 0.1
C -1.6346 0.0685 -5.0391 0.0 0.0 0.0
C -0.6306 0.9599 -4.6797 0.0 0.0 0.0
C -0.6414 1.5409 -3.4263 0.0 0.0 0.0
C -2.8262 2.0100 -0.3782 0.0 -0.1 -0.1
C -2.7846 1.9186 1.0161 0.0 0.0 0.0
C -3.9356 2.1136 1.7578 0.1 0.0 -0.1
C -5.1271 2.4249 1.1163 -0.1 0.0 0.0
C -5.1764 2.5407 -0.2682 0.0 0.0 0.0
C -4.0343 2.3240 -1.0162 0.0 0.1 0.1
H -3.4742 0.1258 -2.2028 0.0 -0.1 0.0
H -3.4380 -0.9277 -4.4335 0.0 0.0 0.0
H -1.6088 -0.4071 -6.0110 0.0 0.0 0.0
H 0.1644 1.1924 -5.3752 0.0 0.0 0.0
H 0.1415 2.2256 -3.1260 0.0 0.0 0.0
H -1.8555 1.6620 1.5070 0.0 0.0 0.0
H -3.9007 2.0136 2.8336 0.0 0.0 0.0
H -6.0254 2.5822 1.6998 0.0 0.0 0.0
H -6.1036 2.8010 -0.7606 0.0 0.0 0.0
H -4.0585 2.4380 -2.0914 0.0 0.0 0.0
```
Forces are in eV/Å.

The energy above the lowest of the compared OMol25 structures with the same formula, charge and spin comes out at 0.000 eV. For the total energy, the calculation gives -50390.110 eV.

=====

Entry 3:
ORCA calculation (wB97M-V/def2-TZVPD) on a structure of composition C32H24N7O5Pb.

Geometry as XYZ:
```
69
Properties=species:S:1:pos:R:3:forces:R:3
Pb 0.0926 -0.2084 -1.0094 -0.1 0.5 -0.5
N 1.9771 -3.8762 -0.4379 0.1 0.0 -0.1
C 2.0099 -3.0647 0.6569 0.0 0.0 0.3
C 2.1552 -3.7811 1.9245 0.0 -0.1 -0.1
C 1.9318 -3.1741 3.1362 0.0 0.1 0.0
C 1.6598 -1.8221 3.1190 0.0 0.0 0.0
C 1.8312 -1.0605 1.8681 -0.1 -0.2 0.0
N 1.9336 -1.7795 0.6383 -0.1 -0.1 -0.1
C 1.2746 -3.8042 -1.6775 0.0 -0.2 0.1
C 1.4452 -4.8992 -2.5238 -0.1 0.1 -0.1
C 0.6205 -4.9974 -3.6268 0.0 0.0 0.0
C -0.3445 -4.0222 -3.8375 0.0 0.1 0.0
C -0.4004 -2.9603 -2.9582 0.1 0.1 -0.1
N 0.4186 -2.8279 -1.9065 0.1 -0.1 0.2
H 2.3277 -4.8074 -0.2767 0.0 0.0 0.0
H 2.4131 -4.8354 1.8997 0.0 0.0 0.0
H 1.9407 -3.7405 4.0562 0.0 0.0 0.0
H 1.4057 -1.2645 4.0120 0.0 0.0 0.0
H 2.8276 -0.5814 2.0382 0.0 0.0 0.1
H 2.1818 -5.6621 -2.3100 0.0 0.0 0.0
H 0.7147 -5.8389 -4.2994 0.0 0.0 0.0
H -1.0390 -4.0778 -4.6624 0.0 0.0 0.0
H -1.1284 -2.1688 -3.0927 0.0 0.0 0.0
O -2.5661 2.1956 -3.4663 0.0 0.0 -0.2
C -1.7327 1.4045 -3.0892 -0.1 0.0 0.3
O -1.5195 1.0799 -1.8487 0.0 -0.1 -0.1
C -0.8430 0.7218 -4.1209 0.1 0.0 0.0
C -1.2341 0.6886 -5.4504 -0.1 0.1 0.0
C -0.4060 0.0773 -6.3742 0.1 0.0 0.0
C 0.8002 -0.4584 -5.9428 0.0 0.0 0.0
C 1.1123 -0.3748 -4.5975 0.1 0.0 0.0
N 0.3095 0.1921 -3.6982 -0.3 -0.1 0.0
H -2.1721 1.1514 -5.7226 0.0 0.0 0.0
H -0.6867 0.0231 -7.4174 0.0 0.0 0.0
H 1.4871 -0.9274 -6.6328 0.0 0.0 0.0
H 2.0459 -0.7775 -4.2194 0.0 0.0 0.0
O -0.7205 1.6083 0.7344 0.2 -0.3 0.0
C -0.2112 2.0692 1.9761 -0.1 0.1 0.1
C 0.6746 0.9569 2.5480 0.0 -0.2 0.1
O 1.1971 0.9401 3.6224 0.1 0.1 -0.1
O 0.8644 -0.0561 1.6424 0.0 0.1 0.0
C 0.7590 3.2389 1.7694 0.0 0.0 0.0
C 1.3705 3.4232 0.5357 0.0 0.0 0.0
C 2.2891 4.4499 0.3625 0.0 0.0 0.0
C 2.6063 5.2851 1.4213 0.0 0.0 0.0
C 2.0022 5.0960 2.6573 0.0 0.0 0.0
C 1.0830 4.0754 2.8332 0.0 0.0 0.0
C -1.3619 2.3960 2.9185 0.0 0.1 -0.1
C -2.0796 3.5617 2.6583 0.0 0.0 0.0
C -3.2104 3.8692 3.3953 0.0 0.0 0.0
C -3.6322 3.0169 4.4055 0.0 0.0 0.0
C -2.9226 1.8567 4.6690 0.0 0.0 0.0
C -1.7936 1.5439 3.9248 0.0 0.0 0.0
H -1.5007 2.1015 0.4437 0.0 0.0 0.0
H 1.1035 2.7949 -0.3035 0.0 0.0 0.0
H 2.7461 4.6010 -0.6061 0.0 0.0 0.0
H 3.3172 6.0885 1.2829 0.0 0.0 0.0
H 2.2425 5.7498 3.4843 0.0 0.0 0.0
H 0.6137 3.9308 3.7973 0.0 0.0 0.0
H -1.7463 4.2405 1.8817 0.0 0.0 0.0
H -3.7599 4.7760 3.1833 0.0 0.0 0.0
H -4.5141 3.2558 4.9839 0.0 0.0 0.0
H -3.2484 1.1868 5.4529 0.0 0.0 0.0
H -1.2605 0.6301 4.1517 0.0 0.0 0.0
N -1.5723 -1.5240 -0.1076 0.1 0.2 0.1
C -2.4399 -2.2274 0.2485 0.1 -0.2 -0.1
N -3.3912 -2.9663 0.6403 -0.1 0.2 0.1
C -3.2281 -4.2795 0.6203 0.1 -0.2 0.0
N -3.1197 -5.4310 0.6222 0.1 0.0 0.0
```
Forces are in eV/Å.

The energy above the lowest of the compared OMol25 structures with the same formula, charge and spin comes out at 0.000 eV. The charge is +1. For the total energy, the calculation gives -59481.280 eV.